47
Properties=species:S:1:pos:R:3:forces:R:3 method="wB97M-V/def2-TZVPD" multiplicity=1 homo_energy_ev=-8.33 de_lowest_kcal_mol=19.3 lumo_ha=0.0104 largest_force_ha_per_bohr=0.01521
C -1.164 4.923 -1.266 0.3 -0.4 -0.2
C -0.777 4.072 -2.462 -0.4 0.4 -0.1
H -0.357 4.683 -3.269 -0.1 -0.1 0.1
H -1.640 3.528 -2.864 0.1 0.1 0.0
O 0.204 3.135 -2.028 0.1 0.0 0.3
C 0.683 2.294 -2.932 0.3 -0.4 -0.4
N 0.210 2.336 -4.169 -0.2 0.4 0.4
C 0.656 1.463 -5.058 0.2 -0.3 -0.1
C 1.583 0.480 -4.766 0.0 0.0 0.0
C 2.094 0.432 -3.477 -0.2 0.2 0.1
C 1.661 1.351 -2.532 -0.2 0.2 -0.2
C 2.217 1.373 -1.160 0.0 0.4 0.2
O 2.343 2.342 -0.463 0.0 -0.2 -0.1
O 2.582 0.126 -0.782 0.1 -0.4 -0.1
C 3.159 -0.030 0.515 0.5 0.1 0.6
C 4.306 -1.030 0.428 -0.3 0.2 -0.1
H 4.699 -1.200 1.426 0.0 0.0 0.1
H 3.946 -1.972 0.021 0.0 -0.1 0.0
H 5.097 -0.647 -0.212 0.1 0.0 0.0
H 3.524 0.947 0.859 -0.2 -0.3 0.0
C 2.131 -0.519 1.553 0.2 0.3 -0.6
O 2.434 -0.590 2.723 0.1 0.0 0.2
N 0.940 -0.858 1.012 -0.2 0.0 -0.5
C -0.230 -1.293 1.646 -0.2 -0.1 0.3
C -0.316 -1.497 3.019 0.2 0.0 0.1
C -1.508 -1.922 3.574 -0.2 0.0 -0.2
C -2.632 -2.151 2.791 -0.1 0.1 0.1
C -2.534 -1.948 1.420 0.1 0.0 0.1
C -1.350 -1.523 0.851 0.1 0.0 0.0
H -1.290 -1.363 -0.218 0.0 0.0 -0.1
H -3.395 -2.120 0.791 -0.1 0.0 -0.1
C -3.908 -2.655 3.403 0.1 -0.2 0.0
C -3.917 -4.185 3.440 -0.1 0.2 0.1
H -3.079 -4.553 4.027 0.1 -0.1 0.0
H -4.840 -4.550 3.884 -0.1 -0.1 0.0
H -3.832 -4.588 2.433 0.0 -0.1 -0.1
H -4.006 -2.271 4.420 -0.1 0.1 0.0
H -4.762 -2.304 2.821 0.0 0.1 0.1
H -1.565 -2.075 4.642 0.0 0.0 0.1
H 0.547 -1.318 3.638 0.0 0.0 0.0
H 0.867 -0.759 0.007 0.1 0.0 0.3
H 2.838 -0.300 -3.200 0.0 -0.1 0.0
H 1.909 -0.218 -5.520 0.0 0.0 -0.1
H 0.236 1.568 -6.050 0.0 -0.1 -0.1
H -0.284 5.421 -0.869 0.1 0.1 0.1
H -1.586 4.299 -0.484 -0.1 0.0 0.1
H -1.895 5.668 -1.565 -0.1 0.1 0.0